[1]
ORCA calculation (wB97M-V/def2-TZVPD) on a structure of composition C12H7InN2O8 at a distorted geometry.

Calculated values
- charge = -2
- E_HOMO (eV) = -1.42
- orbital gap (eV) = 6.2
- energy relative to the best compared isomer or geometry (same formula, charge and spin) (kJ/mol) = 0.0

The geometry in XYZ format:
```
30
Properties=species:S:1:pos:R:3:mulliken_charge:R:1
In 1.5498 0.7337 1.4092 1.446
C 0.7426 1.8028 3.6055 -0.798
C 2.0580 1.5975 4.0624 -0.375
C 2.2900 0.2102 4.1368 -0.414
C 1.1206 -0.4524 3.7266 -0.729
C 0.1505 0.5285 3.3733 -0.521
H 0.2683 2.7594 3.4346 0.414
H 2.7999 2.3681 4.2114 0.358
H 3.2450 -0.2560 4.3238 0.362
H 0.9854 -1.5223 3.6545 0.408
H -0.8746 0.3401 3.0848 0.539
O -0.7750 3.0211 -1.5505 -0.797
C -0.3144 2.0551 -0.9391 0.482
O 0.3428 2.1542 0.1447 -0.648
C -0.5780 0.6797 -1.5405 0.086
C -1.2640 0.6928 -2.7385 -0.493
C -1.6295 -0.4569 -3.4219 -0.360
C -1.3210 -1.7120 -2.8911 -0.350
C -0.6571 -1.7254 -1.7135 -0.030
C -0.2176 -0.5717 -0.9609 0.805
O 0.4203 -0.8021 0.1036 -0.916
N -0.3627 -3.0385 -1.1239 0.928
O 0.5877 -3.6600 -1.5599 -0.599
O -1.0891 -3.4298 -0.2309 -0.602
N -2.3439 -0.3771 -4.6635 0.983
O -2.7360 -1.4274 -5.1727 -0.686
O -2.6870 0.7198 -5.0808 -0.653
H -1.5186 1.6612 -3.1381 0.612
H -1.6073 -2.6175 -3.4041 0.498
O 3.4150 0.7246 0.8586 -0.949
```


[2]
ORCA calculation (wB97M-V/def2-TZVPD) on a structure of composition C30H44F3N5O17P3 at a distorted geometry.

Calculated values
- charge = +1
- E_HOMO (eV) = -10.90
- orbital gap (eV) = 6.7

The geometry in XYZ format:
```
102
Properties=species:S:1:pos:R:3:mulliken_charge:R:1
C -1.7795 0.2782 -6.3126 -0.980
C -1.6368 0.0506 -4.6974 -0.310
P -0.1092 1.0378 -3.9374 0.165
C 1.2403 -0.2742 -4.0477 -1.053
C -0.6868 1.6375 -2.1862 -1.971
C -0.9647 0.6248 -0.9631 0.856
P -2.7967 0.8493 -0.1980 0.037
N -2.7536 2.2338 0.9853 -0.612
O -3.9561 1.1667 -1.4551 -0.458
P -1.2132 -1.2228 -1.2611 0.951
N -2.5439 -1.6129 -2.1624 -0.762
O -1.6943 -1.8702 0.3259 -0.410
O 0.0781 -2.2126 -1.7629 -0.489
O -0.2837 1.0361 0.2603 -0.236
C 1.0821 1.5271 0.1566 -1.494
C 1.9183 0.2111 -0.3434 0.146
C 1.8561 -1.1011 0.6490 0.271
F 2.8820 -2.0646 0.0964 -0.461
N 1.5554 1.7641 1.5427 1.777
C 0.7839 1.2902 2.7044 0.217
O 0.7893 2.1168 3.7940 -0.461
F 0.0945 0.0101 2.9794 -0.239
C 2.9648 1.8483 1.8837 0.408
O 3.4353 2.9717 2.5024 -0.437
F 4.0567 0.8040 1.8612 -0.264
C 1.1579 2.8801 -0.8436 1.277
C 2.5795 2.6764 -1.6868 0.001
C 3.3284 3.9360 -2.3813 0.114
O 3.4643 4.0509 -3.7345 -0.542
O 4.0756 5.0273 -1.6661 -0.477
C 1.4910 4.2655 -0.0085 -1.229
C 0.6353 4.8288 1.2001 -0.276
C 1.5019 5.4857 2.4783 -0.990
O -0.4255 4.0430 1.8213 -0.438
N -0.0784 3.0048 -1.7639 1.341
N -1.0487 3.6808 -1.0819 -0.671
C 0.1286 3.9352 -2.9571 -0.412
C -1.2483 4.2861 -3.7977 -0.935
H -2.7083 -0.3695 -6.6896 0.359
H -0.7998 -0.1024 -6.8260 0.287
H -2.0373 1.4034 -6.5024 0.262
H -1.4740 -1.1094 -4.5240 0.287
H -2.6274 0.3657 -4.1530 0.260
H 0.8647 -1.4086 -4.0517 0.301
H 1.6386 -0.1642 -5.1764 0.496
H 2.2168 -0.1077 -3.4254 0.386
H -1.8078 1.8975 -2.5657 0.736
H -3.3139 2.9775 0.4689 0.253
H -3.3343 2.0164 1.8243 0.329
H -4.7564 1.6747 -1.1306 0.323
H -3.2500 -2.0993 -1.5638 0.221
H -1.2714 -2.7686 0.4553 0.103
H -0.2608 -3.1792 -1.7045 0.413
H 3.1012 0.3520 -0.4331 0.593
H 1.6017 -0.1894 -1.3803 -0.559
H 0.8552 -1.6833 0.6669 -0.131
H 2.1806 -0.9100 1.7532 0.133
H 2.5299 1.8303 -2.4925 -0.262
H 3.3683 2.4502 -0.8113 0.479
H 4.5080 4.6008 -0.8464 0.390
H 2.6255 4.1388 0.3488 0.166
H 1.5796 5.1907 -0.7660 0.305
H 0.0400 5.7990 0.8177 0.478
H 1.5923 4.6524 3.3203 0.200
H 0.8655 6.3545 2.9527 0.360
H 2.5355 5.8800 2.0974 0.248
H -1.0873 4.5956 2.3314 0.346
H -0.9765 4.7167 -1.0855 0.326
H -2.0267 3.4598 -1.2213 0.230
H 0.9275 3.6000 -3.7316 0.399
H 0.5104 5.0189 -2.6233 0.417
H -2.0261 4.9285 -3.2014 0.278
H -1.8123 3.3523 -4.2193 0.175
H -0.8943 4.9522 -4.7231 0.408
C 2.9748 -2.7441 6.3439 -0.653
C 2.2533 -2.3589 5.2894 0.303
C 2.2142 -3.1696 4.0409 0.832
O 1.5272 -2.7998 3.0953 -0.433
C 3.0199 -4.3997 3.9924 -1.105
C 3.7440 -4.7829 5.0457 0.413
C 3.7611 -3.9867 6.3034 0.911
O 4.4219 -4.3742 7.2612 -0.591
O 4.5057 -5.9364 5.0060 -0.570
O 1.5138 -1.1908 5.3191 -0.576
H 3.0104 -2.1656 7.2584 0.456
H 2.9966 -4.9701 3.0727 0.457
H 4.9341 -5.9966 5.8876 0.350
H 1.0806 -1.1339 4.4396 0.230
C -4.4910 -5.4110 -0.4447 -0.995
C -5.3624 -6.2184 0.1630 0.394
C -5.0009 -6.9491 1.4093 0.855
O -5.8291 -7.6693 1.9556 -0.583
C -3.6393 -6.7764 1.9390 -0.731
C -2.7669 -5.9716 1.3292 0.224
C -3.1375 -5.2200 0.0988 0.914
O -2.3199 -4.4735 -0.4289 -0.459
O -1.4847 -5.8069 1.8201 -0.591
O -6.6355 -6.4050 -0.3435 -0.561
H -4.7412 -4.8721 -1.3499 0.463
H -3.3839 -7.3271 2.8353 0.445
H -1.0492 -5.1763 1.2059 0.298
H -7.0728 -7.0309 0.2741 0.354
```


[3]
ORCA calculation (wB97M-V/def2-TZVPD) on a cluster of 2 separate species, C9H14 in total at a distorted geometry.

Calculated values
- E_HOMO (eV) = -8.95
- orbital gap (eV) = 10.0
- energy relative to the best compared isomer or geometry (same formula, charge and spin) (kJ/mol) = 104.2

The geometry in XYZ format:
```
23
Properties=species:S:1:pos:R:3:mulliken_charge:R:1
C -1.3673 -0.6089 1.2633 -1.544
C -1.1957 -0.2865 -0.2023 0.572
C -1.5327 0.9202 -0.7516 -0.167
C -1.2794 1.1048 -2.1527 -0.386
C -0.5483 0.1956 -2.8787 -0.509
C -0.3196 -1.1155 -2.3318 -0.544
C -0.6556 -1.2918 -1.0188 -0.188
H -0.7725 -1.4627 1.5874 0.348
H -2.3863 -1.0645 1.3700 0.474
H -1.5016 0.3574 1.7880 0.311
H -2.0565 1.7764 -0.3429 0.308
H -1.4584 2.1052 -2.5445 0.315
H -0.4286 0.3930 -3.9367 0.354
H 0.3011 -1.7812 -2.9396 0.334
H -0.4320 -2.2247 -0.5043 0.272
C 2.0860 0.2989 2.4955 -0.881
C 1.7888 0.4338 0.9905 -0.636
H 2.7253 -0.5767 2.5865 0.241
H 2.6375 1.2018 2.7927 0.291
H 1.2216 0.1535 3.1506 0.296
H 1.9415 -0.4806 0.4105 0.235
H 2.4416 1.1843 0.5723 0.426
H 0.7912 0.7680 0.5967 0.080
```


[4]
ORCA calculation (wB97M-V/def2-TZVPD) on a structure of composition C4H9NO at a distorted geometry.

Calculated values
- E_HOMO (eV) = -8.69
- orbital gap (eV) = 9.6
- energy relative to the best compared isomer or geometry (same formula, charge and spin) (kJ/mol) = 345.3

The geometry in XYZ format:
```
15
Properties=species:S:1:pos:R:3:mulliken_charge:R:1
C 0.7196 0.1373 0.9755 -0.244
C 0.9592 0.1724 -0.8444 -0.479
C -0.2771 -0.2108 -1.4285 0.034
N -0.3680 0.9139 1.5008 -0.569
C -1.4762 -0.6931 -1.1814 -0.652
O 0.6077 -1.1714 1.4403 -0.534
H -0.3449 -1.3174 1.5497 0.377
H 1.6896 0.5166 1.3118 0.414
H -0.3413 1.8583 1.1278 0.217
H -0.2824 0.9908 2.5148 0.221
H 1.2427 1.1991 -1.0788 0.338
H 1.7469 -0.5656 -0.9965 0.310
H 0.0690 0.0070 -2.7273 0.078
H -1.8129 -0.8628 -0.1648 0.230
H -2.1319 -0.9743 -1.9989 0.261
```


[5]
ORCA calculation (wB97M-V/def2-TZVPD) on a structure of composition C20H41IrN3O6P2S at a distorted geometry.

Calculated values
- charge = +3
- E_HOMO (alpha / beta) (eV) = -17.85 / -17.87
- orbital gap (alpha / beta) (eV) = 6.8 / 6.8
- energy relative to the best compared isomer or geometry (same formula, charge and spin) (kJ/mol) = 29.9

The geometry in XYZ format:
```
74
Properties=species:S:1:pos:R:3:mulliken_charge:R:1
Ir 1.0175 -1.1130 0.6783 1.961
C 0.2176 3.1174 -3.9229 -1.214
C 0.9786 1.8544 -4.2621 0.575
C 0.4267 1.1396 -5.4724 -1.290
O 1.0682 0.9162 -3.1069 -0.362
P 0.0724 0.5169 -2.0079 1.117
O 0.7109 -0.6654 -1.2814 -1.216
C -0.1518 1.8778 -0.8556 -0.563
P -1.1222 1.3478 0.5643 0.291
O -0.6403 -0.0286 1.0410 -1.084
O -1.0929 2.4362 1.6596 -0.269
C 0.0317 3.0600 2.3874 0.324
C 0.4754 4.3113 1.6634 -1.374
C 1.1557 2.0761 2.6420 -0.960
O -2.5770 1.1875 0.1219 -0.186
C -3.7605 2.1005 0.1750 0.604
C -4.2463 2.2743 1.5942 -1.360
C -3.4562 3.3992 -0.5371 -1.152
O -1.3460 0.2860 -2.5721 -0.073
C -2.0241 -0.9598 -3.0196 0.557
C -2.5930 -1.6747 -1.8160 -1.025
C -1.1167 -1.8288 -3.8641 -1.161
H 0.2118 3.7687 -4.7952 0.508
H 0.6866 3.6657 -3.1041 0.290
H -0.8227 2.8897 -3.6716 0.252
H 2.0217 2.0992 -4.4446 0.328
H -0.6262 0.8891 -5.3337 0.202
H 0.9899 0.2309 -5.6818 0.351
H 0.5084 1.7976 -6.3366 0.501
H -0.6632 2.7072 -1.3458 0.404
H 0.8419 2.2095 -0.5421 0.282
H -0.4187 3.3359 3.3379 0.429
H 1.0383 4.0821 0.7561 0.249
H 1.1158 4.9018 2.3182 0.484
H -0.3849 4.9265 1.4019 0.360
H 1.6387 1.7698 1.7045 0.082
H 0.7782 1.1898 3.1543 0.254
H 1.9080 2.5571 3.2655 0.543
H -4.5000 1.5391 -0.3909 0.365
H -3.5281 2.8394 2.1878 0.216
H -4.4089 1.3095 2.0738 0.360
H -5.1885 2.8205 1.5849 0.494
H -2.6994 3.9697 0.0075 0.202
H -4.3618 4.0023 -0.5816 0.497
H -3.1213 3.2222 -1.5611 0.251
H -2.8405 -0.5814 -3.6301 0.289
H -1.7909 -2.1227 -1.2260 -0.023
H -3.2647 -2.4643 -2.1501 0.572
H -3.1498 -0.9852 -1.1835 0.141
H -0.2166 -2.0990 -3.3059 0.169
H -0.8196 -1.3248 -4.7807 0.284
H -1.6496 -2.7397 -4.1335 0.498
C 1.2482 -5.2964 2.7230 -0.775
N 1.8018 -5.2204 1.3669 0.184
C 2.7938 -6.0298 0.8870 -0.133
C 3.0196 -5.6784 -0.4108 -0.543
N 2.1578 -4.6626 -0.6870 0.045
C 1.4110 -4.3721 0.3969 0.057
S 0.0868 -3.2631 0.4463 -0.310
H 2.0487 -5.5305 3.4192 0.359
H 0.4951 -6.0800 2.7756 0.319
H 0.7899 -4.3468 2.9793 0.297
H 3.2482 -6.7996 1.4884 0.491
H 3.7161 -6.0727 -1.1314 0.435
H 2.0460 -4.2132 -1.5856 0.195
C 3.4966 -0.3308 5.4305 -1.068
C 2.5090 -1.4323 5.0009 -0.375
C 2.1771 -1.3977 3.5896 0.504
N 1.9367 -1.3364 2.4682 -0.324
H 3.6275 -0.4004 6.5077 0.352
H 3.1161 0.6609 5.1944 0.280
H 4.4677 -0.4699 4.9606 0.368
H 1.5682 -1.3481 5.5526 0.322
H 2.9262 -2.4171 5.2250 0.347
```


Number 1: E_tot -1362.9089 Eh. Number 2: E_tot -4045.2286 Eh. Number 3: E_tot -351.2905 Eh. Number 4: E_tot -287.7009 Eh. Number 5: E_tot -2586.8567 Eh.